A.
Entry from the Open Molecules 2025 dataset: a 3-piece molecular cluster, C20H32IN4O4 overall (ωB97M-V with the def2-TZVPD basis set).

CARTESIAN COORDINATES (ANGSTROEM)
1 I 3.20 2.23 -3.30
2 O -4.63 -1.24 -4.67
3 O -2.42 2.50 -3.68
4 O -6.40 -0.71 -3.40
5 O -2.14 2.94 -1.50
6 N 4.61 0.68 4.97
7 N 2.94 0.94 -1.66
8 N 0.31 0.31 0.83
9 N 1.77 1.14 -1.04
10 C -0.82 1.17 -2.37
11 C -4.76 -2.34 -2.57
12 C 2.18 -1.94 1.83
13 C 4.80 2.05 4.35
14 C 3.94 0.52 6.34
15 C 2.60 -0.99 0.57
16 C 3.62 2.10 6.72
17 C 4.03 0.01 -1.41
18 C -5.27 -1.41 -3.63
19 C 4.01 -1.09 -0.24
20 C 4.98 -0.67 4.33
21 C -1.82 2.28 -2.49
22 C -2.01 1.91 -4.92
23 C -7.30 -0.95 -2.31
24 C -6.83 -0.24 -1.05
25 C -2.60 0.52 -5.08
26 C 4.17 3.06 5.47
27 C 3.52 -1.44 4.09
28 C 1.64 0.18 0.05
29 C 3.49 -2.40 2.77
30 H -6.71 0.83 -1.23
31 H -3.70 0.56 -5.01
32 H -5.53 -2.72 -1.91
33 H -0.33 0.99 0.32
34 H -0.32 0.93 -3.30
35 H 1.34 -1.51 2.53
36 H 5.71 -1.30 5.03
37 H 3.07 2.45 7.71
38 H -2.40 2.55 -5.72
39 H 3.19 -1.97 5.09
40 H -1.32 0.28 -1.98
41 H -4.00 -1.82 -1.98
42 H 3.70 -0.45 6.95
43 H 4.85 -1.86 0.01
44 H 3.25 -3.50 3.15
45 H -4.31 -3.21 -3.05
46 H 4.11 4.23 5.35
47 H -7.47 -2.02 -2.16
48 H 0.47 0.75 1.76
49 H -5.85 -0.61 -0.73
50 H 1.75 -2.96 1.38
51 H 5.54 -0.44 3.32
52 H -8.27 -0.53 -2.60
53 H -0.04 1.48 -1.67
54 H 2.74 -0.55 3.92
55 H -2.33 0.09 -6.05
56 H -7.54 -0.38 -0.23
57 H 4.50 -2.44 2.16
58 H 5.29 2.23 3.31
59 H 5.00 0.05 -2.09
60 H -2.26 -0.16 -4.29
61 H -0.92 1.91 -5.02

Output
Total charge = +1
Molecular weight = 519.40 g mol⁻¹
E_HOMO = -9.981 eV
Orbital gap = 0.178 hartree
LUMO energy = -5.1 eV

B.
Entry from the Open Molecules 2025 dataset: a 3-piece molecular cluster, C20H32IN4O4 overall (ωB97M-V with the def2-TZVPD basis set).

CARTESIAN COORDINATES (ANGSTROEM)
1 I -3.37 -3.57 -0.97
2 O -3.00 2.11 -0.99
3 O -3.05 5.15 4.13
4 O -3.53 3.08 4.72
5 O -4.56 1.79 0.54
6 N 4.01 -3.03 -4.38
7 N -1.11 -1.79 -0.88
8 N -1.35 -3.08 -0.73
9 N 0.57 -0.17 -0.78
10 C 2.72 -1.96 -0.09
11 C -1.22 3.56 4.57
12 C -4.61 1.30 2.93
13 C -2.69 3.92 4.50
14 C -1.45 6.24 2.65
15 C -3.40 1.47 -0.04
16 C 4.43 -1.63 -6.04
17 C -2.55 0.37 0.53
18 C 4.28 -3.71 -3.08
19 C 3.10 -2.24 -6.25
20 C 0.90 -3.88 -0.20
21 C -0.52 -4.08 -0.44
22 C 2.87 -3.14 -5.14
23 C -2.14 6.25 4.00
24 C 1.28 -2.47 -0.30
25 C 0.19 -1.55 -0.66
26 C 3.84 -3.00 -0.56
27 C 4.36 -2.55 -1.98
28 C -5.18 0.99 1.56
29 C 5.00 -2.16 -4.81
30 H 4.69 -2.86 0.16
31 H 2.86 -1.84 1.02
32 H 1.10 -0.02 -1.65
33 H 1.61 -4.69 0.03
34 H 3.50 -4.06 -0.50
35 H -3.55 1.07 2.98
36 H -0.80 7.11 2.55
37 H -3.11 -0.38 1.08
38 H 2.02 -3.79 -4.87
39 H -1.07 2.87 5.40
40 H 5.23 -4.30 -3.13
41 H 5.38 -2.11 -1.99
42 H -0.92 -5.11 -0.38
43 H 3.67 -1.75 -2.38
44 H 2.92 -0.96 -0.54
45 H 3.43 -4.41 -2.89
46 H -2.18 6.25 1.85
47 H -0.84 5.34 2.52
48 H -6.24 1.26 1.55
49 H 4.93 -0.87 -6.69
50 H -2.06 -0.15 -0.30
51 H -5.13 -0.07 1.31
52 H 2.37 -2.06 -7.07
53 H -0.57 4.41 4.75
54 H -2.75 7.15 4.08
55 H -5.13 0.73 3.70
56 H -4.71 2.36 3.15
57 H -1.79 0.80 1.18
58 H -1.44 6.28 4.84
59 H -0.93 3.07 3.64
60 H -0.27 0.41 -0.89
61 H 5.97 -1.93 -4.34

Output
Total charge = +1
Molecular weight = 519.40 g mol⁻¹
E_HOMO = -10.351 eV
Orbital gap = 0.195 hartree
LUMO energy = -5.0 eV

Most stable structure: B

A.
Entry from the Open Molecules 2025 dataset: a 2-piece molecular cluster, CH6N2S overall (ωB97M-V with the def2-TZVPD basis set).

CARTESIAN COORDINATES (ANGSTROEM)
1 S 2.03 1.06 -0.89
2 N -2.04 -1.57 1.20
3 N -0.97 0.20 0.05
4 C -1.10 -1.01 0.38
5 H -1.77 0.77 0.33
6 H -2.72 -0.99 1.66
7 H 2.36 2.16 -0.24
8 H 0.70 0.80 -0.71
9 H -1.82 -2.45 1.63
10 H -0.38 -1.76 0.07

Output
Total charge = 0
Molecular weight = 78.14 g mol⁻¹
E_HOMO = -8.783 eV
Structure (SMILES) = [H]/N=C\N.S
Orbital gap = 0.353 hartree
LUMO energy = 0.8 eV

B.
Entry from the Open Molecules 2025 dataset: a 2-piece molecular cluster, CH6N2S overall (ωB97M-V with the def2-TZVPD basis set).

CARTESIAN COORDINATES (ANGSTROEM)
1 S -0.36 -2.48 -0.43
2 N -0.44 1.11 -0.27
3 N -1.44 0.67 0.39
4 C 0.86 1.04 -0.12
5 H -1.27 0.29 1.36
6 H -0.08 -2.62 0.78
7 H 1.57 1.36 -0.95
8 H -0.62 1.74 -1.07
9 H 0.62 -1.69 -0.42
10 H 1.16 0.55 0.72

Output
Total charge = 0
Molecular weight = 78.14 g mol⁻¹
E_HOMO = -7.969 eV
Orbital gap = 0.326 hartree
LUMO energy = 0.9 eV

Most stable structure: A